[1]
A molecular structure, C31H21N5O6Pd. Source: the OMol25 dataset; level of theory: ωB97M-V/def2-TZVPD.

Geometry (Å):
Pd1 0.021 0.556 -0.001
O1 0.868 3.806 -6.705
N1 0.003 3.656 -5.870
O2 -1.156 3.993 -5.998
C1 0.392 3.034 -4.594
C2 1.666 3.228 -4.199
C3 2.126 2.721 -2.946
C4 3.447 2.861 -2.484
C5 3.794 2.304 -1.283
C6 2.819 1.650 -0.519
N2 1.566 1.540 -0.920
C7 1.224 2.034 -2.135
C8 -0.109 1.775 -2.599
N3 -0.875 1.008 -1.789
C9 -2.109 0.719 -2.146
C10 -2.640 1.170 -3.359
C11 -1.880 1.941 -4.200
C12 -0.563 2.277 -3.824
H1 2.341 3.779 -4.840
H2 4.174 3.389 -3.089
H3 4.802 2.371 -0.900
H4 3.056 1.230 0.450
H5 -2.666 0.104 -1.451
H6 -3.652 0.901 -3.625
H7 -2.286 2.291 -5.135
C13 3.460 3.586 2.843
C14 3.674 2.282 3.274
C15 2.768 1.275 2.986
C16 1.602 1.543 2.247
C17 1.384 2.876 1.850
C18 2.300 3.874 2.133
N4 0.710 0.553 1.870
C19 0.541 -0.551 2.727
C20 0.209 -0.346 4.071
C21 -0.015 -1.419 4.918
C22 0.086 -2.723 4.452
C23 0.426 -2.935 3.126
C24 0.658 -1.863 2.274
H8 4.172 4.367 3.076
H9 4.568 2.042 3.837
H10 2.960 0.261 3.317
H11 0.464 3.102 1.323
H12 2.099 4.890 1.816
H13 0.109 0.669 4.438
H14 -0.284 -1.233 5.950
H15 -0.096 -3.559 5.115
H16 0.521 -3.944 2.745
H17 0.944 -2.034 1.241
O3 -1.468 -0.786 0.327
C25 -1.129 -1.901 -0.252
O4 -0.110 -2.068 -0.922
C26 -2.111 -3.022 -0.038
C27 -3.112 -2.921 0.921
C28 -3.991 -3.972 1.121
C29 -3.848 -5.107 0.343
C30 -2.860 -5.234 -0.617
C31 -1.983 -4.179 -0.799
N5 -4.786 -6.228 0.547
O5 -5.621 -6.114 1.422
O6 -4.674 -7.197 -0.177
H18 -3.182 -2.018 1.510
H19 -4.773 -3.928 1.864
H20 -2.791 -6.142 -1.197
H21 -1.183 -4.235 -1.525

Calculated values
HOMO-LUMO gap = 5.1555 eV
molar mass = 666.0 g mol⁻¹
maximum force = 0.515 eV/A
ΔE to the lowest compared entry with this formula, charge and spin = 0.0 kcal per mole

[2]
A molecular structure, C31H22N5PdSe. Source: the OMol25 dataset; level of theory: ωB97M-V/def2-TZVPD.

Geometry (Å):
Pd1 -0.410 -0.272 -0.914
C1 -0.066 -0.786 3.478
C2 -0.238 -1.022 2.108
N1 -0.357 -0.044 1.234
C3 -0.294 1.241 1.657
C4 -0.118 1.567 3.002
C5 -0.008 0.508 3.921
C6 -0.026 2.948 3.393
C7 -0.075 3.928 2.470
C8 -0.244 3.621 1.075
C9 -0.260 4.609 0.073
C10 -0.423 4.243 -1.235
C11 -0.600 2.886 -1.540
N2 -0.605 1.946 -0.620
C12 -0.391 2.294 0.670
H1 0.026 -1.621 4.158
H2 -0.279 -2.030 1.712
H3 0.126 0.728 4.973
H4 0.095 3.182 4.443
H5 0.010 4.967 2.764
H6 -0.135 5.649 0.347
H7 -0.420 4.974 -2.030
H8 -0.758 2.564 -2.562
N3 1.638 0.084 -1.356
C13 2.269 -1.013 -1.305
C14 1.493 -2.281 -1.099
C15 1.856 -3.223 -0.141
C16 1.050 -4.325 0.097
C17 -0.126 -4.511 -0.626
C18 -0.482 -3.599 -1.605
C19 0.315 -2.478 -1.840
C20 3.756 -1.078 -1.395
C21 4.524 -0.045 -0.866
C22 5.907 -0.098 -0.946
C23 6.529 -1.177 -1.560
C24 5.766 -2.207 -2.094
C25 4.383 -2.160 -2.006
H9 2.773 -3.084 0.420
H10 1.344 -5.053 0.842
H11 -0.745 -5.380 -0.445
H12 -1.365 -3.776 -2.205
H13 0.134 -1.861 -2.717
H14 4.024 0.792 -0.397
H15 6.502 0.704 -0.529
H16 7.608 -1.218 -1.621
H17 6.248 -3.045 -2.580
H18 3.789 -2.963 -2.427
Se1 -3.486 -1.579 -2.413
N4 -2.824 -0.513 -1.145
C26 -3.850 0.123 -0.608
C27 -3.775 1.071 0.467
C28 -4.916 1.641 0.910
C29 -6.203 1.329 0.340
C30 -6.329 0.441 -0.666
C31 -5.146 -0.196 -1.175
N5 -5.153 -1.077 -2.155
H19 -2.820 1.308 0.910
H20 -4.872 2.356 1.722
H21 -7.081 1.820 0.738
H22 -7.286 0.191 -1.103

Calculated values
HOMO-LUMO gap (alpha / beta) = 6.7562 / 7.3676 eV
molar mass = 649.9 g mol⁻¹
spin multiplicity = 3
total charge = +1
maximum force = 0.532 eV/A
ΔE to the lowest compared entry with this formula, charge and spin = 12.7 kcal per mole

[3]
3 unconnected molecules or ions with the total composition C31H23BrNO4 at a distorted geometry. Source: the OMol25 dataset; level of theory: ωB97M-V/def2-TZVPD.

Geometry (Å):
C1 4.244 6.313 0.792
C2 3.425 5.398 -0.105
C3 4.151 4.871 -1.338
N1 5.328 4.225 -1.134
Br1 4.383 6.482 -2.627
H1 5.242 5.938 0.980
H2 3.698 6.486 1.714
H3 4.336 7.280 0.310
H4 2.995 4.586 0.471
H5 2.574 5.984 -0.449
H6 3.459 4.216 -1.872
H7 5.554 4.256 -0.145
C4 4.011 2.318 1.423
C5 3.614 1.637 0.280
C6 2.625 0.671 0.361
C7 2.037 0.375 1.587
C8 2.454 1.049 2.741
C9 3.436 2.029 2.650
C10 1.872 0.720 4.068
O1 2.222 1.301 5.077
C11 0.841 -0.357 4.138
C12 0.317 -0.719 5.372
C13 -0.651 -1.705 5.449
C14 -1.107 -2.330 4.292
C15 -0.585 -1.977 3.060
C16 0.397 -0.997 2.981
C17 0.968 -0.652 1.650
O2 0.560 -1.212 0.651
H8 4.775 3.076 1.343
H9 4.086 1.881 -0.665
H10 2.306 0.142 -0.525
H11 3.747 2.559 3.539
H12 0.671 -0.226 6.266
H13 -1.056 -1.988 6.412
H14 -1.871 -3.094 4.354
H15 -0.935 -2.458 2.156
C18 -0.151 -1.169 -3.216
C19 -0.558 -1.335 -4.535
C20 -1.798 -1.881 -4.818
C21 -2.633 -2.274 -3.780
C22 -2.215 -2.125 -2.453
C23 -0.975 -1.562 -2.176
C24 -3.076 -2.579 -1.327
O3 -2.727 -2.453 -0.173
C25 -4.389 -3.209 -1.656
C26 -5.187 -3.687 -0.625
C27 -6.413 -4.262 -0.909
C28 -6.852 -4.356 -2.226
C29 -6.059 -3.885 -3.257
C30 -4.822 -3.317 -2.978
C31 -3.968 -2.844 -4.104
O4 -4.357 -2.928 -5.251
H16 0.815 -0.733 -2.998
H17 0.094 -1.034 -5.345
H18 -2.121 -2.007 -5.841
H19 -0.652 -1.433 -1.152
H20 -4.842 -3.608 0.396
H21 -7.031 -4.638 -0.104
H22 -7.814 -4.800 -2.446
H23 -6.392 -3.958 -4.283

Calculated values
HOMO-LUMO gap = 3.4271 eV
molar mass = 553.4 g mol⁻¹
total charge = -1
maximum force = 3.368 eV/A
ΔE to the lowest compared entry with this formula, charge and spin = 0.0 kcal per mole

> Look up the maximum force of the first one.

0.515 eV/A

> Which of these has the highest molar mass?

C31H21N5O6Pd

Copy entry 1 word for word.
A molecular structure, C31H21N5O6Pd. Source: the OMol25 dataset; level of theory: ωB97M-V/def2-TZVPD.

Geometry (Å):
Pd1 0.021 0.556 -0.001
O1 0.868 3.806 -6.705
N1 0.003 3.656 -5.870
O2 -1.156 3.993 -5.998
C1 0.392 3.034 -4.594
C2 1.666 3.228 -4.199
C3 2.126 2.721 -2.946
C4 3.447 2.861 -2.484
C5 3.794 2.304 -1.283
C6 2.819 1.650 -0.519
N2 1.566 1.540 -0.920
C7 1.224 2.034 -2.135
C8 -0.109 1.775 -2.599
N3 -0.875 1.008 -1.789
C9 -2.109 0.719 -2.146
C10 -2.640 1.170 -3.359
C11 -1.880 1.941 -4.200
C12 -0.563 2.277 -3.824
H1 2.341 3.779 -4.840
H2 4.174 3.389 -3.089
H3 4.802 2.371 -0.900
H4 3.056 1.230 0.450
H5 -2.666 0.104 -1.451
H6 -3.652 0.901 -3.625
H7 -2.286 2.291 -5.135
C13 3.460 3.586 2.843
C14 3.674 2.282 3.274
C15 2.768 1.275 2.986
C16 1.602 1.543 2.247
C17 1.384 2.876 1.850
C18 2.300 3.874 2.133
N4 0.710 0.553 1.870
C19 0.541 -0.551 2.727
C20 0.209 -0.346 4.071
C21 -0.015 -1.419 4.918
C22 0.086 -2.723 4.452
C23 0.426 -2.935 3.126
C24 0.658 -1.863 2.274
H8 4.172 4.367 3.076
H9 4.568 2.042 3.837
H10 2.960 0.261 3.317
H11 0.464 3.102 1.323
H12 2.099 4.890 1.816
H13 0.109 0.669 4.438
H14 -0.284 -1.233 5.950
H15 -0.096 -3.559 5.115
H16 0.521 -3.944 2.745
H17 0.944 -2.034 1.241
O3 -1.468 -0.786 0.327
C25 -1.129 -1.901 -0.252
O4 -0.110 -2.068 -0.922
C26 -2.111 -3.022 -0.038
C27 -3.112 -2.921 0.921
C28 -3.991 -3.972 1.121
C29 -3.848 -5.107 0.343
C30 -2.860 -5.234 -0.617
C31 -1.983 -4.179 -0.799
N5 -4.786 -6.228 0.547
O5 -5.621 -6.114 1.422
O6 -4.674 -7.197 -0.177
H18 -3.182 -2.018 1.510
H19 -4.773 -3.928 1.864
H20 -2.791 -6.142 -1.197
H21 -1.183 -4.235 -1.525

Calculated values
HOMO-LUMO gap = 5.1555 eV
molar mass = 666.0 g mol⁻¹
maximum force = 0.515 eV/A
ΔE to the lowest compared entry with this formula, charge and spin = 0.0 kcal per mole